58
Properties=species:S:1:pos:R:3:forces:R:3 method="wB97M-V/def2-TZVPD" gap_ev="6.345 / 6.478" energy_ev=-66110.5728 de_lowest_kj_mol=29.3 homo_ha="-0.288 / -0.283" multiplicity=1
Os 0.61517 0.12413 0.00614 0.0 0.0 0.2
C -1.94824 1.68688 2.27127 0.0 0.1 0.0
C -1.13173 2.32753 1.15989 0.0 0.0 0.0
C -1.67705 3.67117 0.73053 0.0 0.0 0.0
O -1.08503 1.44475 -0.00857 0.0 0.0 0.0
C 0.31529 2.42173 1.67813 0.0 0.0 -0.1
O 0.71326 3.42388 2.21598 0.0 0.0 0.1
O 1.04512 1.32880 1.54046 0.0 0.0 -0.2
H -2.98606 1.55062 1.95905 0.0 0.0 0.0
H -1.93396 2.34377 3.14111 0.0 0.0 0.0
H -1.52228 0.72579 2.55563 0.0 0.0 0.0
H -2.76097 3.62416 0.61421 0.0 0.0 0.0
H -1.22929 3.97315 -0.21590 0.0 0.0 0.0
H -1.42970 4.41707 1.48265 0.0 0.0 0.0
H -1.93721 1.00337 -0.14553 0.0 0.0 0.0
Cl 3.69337 2.29521 -5.85571 0.0 0.0 0.0
C 2.71741 1.46980 -4.68037 0.0 0.0 0.0
C 1.93799 0.41742 -5.06582 0.0 0.0 0.0
C 1.13150 -0.26718 -4.13636 0.0 0.0 0.0
I -0.05103 -1.85990 -4.74552 0.0 0.0 0.0
C 1.10955 0.10614 -2.81231 0.0 -0.1 0.1
O 0.36457 -0.47172 -1.89444 0.0 0.1 -0.1
C 1.92806 1.19902 -2.42273 0.0 0.0 0.0
N 1.86845 1.51618 -1.09932 -0.1 0.1 0.0
C 2.59802 2.50742 -0.64035 0.1 -0.1 0.0
C 3.42809 3.26632 -1.48382 0.0 0.0 0.0
C 3.50178 2.96800 -2.81448 0.0 0.0 0.0
C 2.73705 1.89901 -3.33083 0.0 0.0 0.0
H 1.94139 0.10354 -6.10032 0.0 0.0 0.0
H 2.54901 2.70219 0.42268 0.0 0.0 0.0
H 4.00227 4.07625 -1.05775 0.0 0.0 0.0
H 4.14291 3.53206 -3.47777 0.0 0.0 0.0
O 3.06329 -2.62922 -1.03181 0.2 -0.1 0.3
N 2.18391 -2.22016 -0.35108 -0.1 0.2 -0.3
O 2.34496 -0.90817 -0.04325 0.0 -0.1 0.0
C -4.52530 -1.65270 -0.13866 0.0 0.0 0.0
C -3.57237 -1.64487 -1.14439 0.0 0.0 0.0
C -2.22019 -1.52876 -0.83928 0.0 0.1 0.0
C -1.82082 -1.41190 0.48770 0.0 0.0 0.1
C -2.77933 -1.44242 1.50259 0.0 -0.1 0.0
C -4.12206 -1.55667 1.18893 0.0 0.0 0.0
N -0.43328 -1.24870 0.81444 0.0 0.0 0.0
C 0.07643 -2.16670 1.77594 0.0 0.0 0.0
C 1.13987 -1.78898 2.59403 -0.1 0.0 0.1
C 1.65128 -2.68500 3.51837 0.0 0.0 0.0
C 1.11183 -3.95660 3.64041 0.0 0.0 0.0
C 0.05206 -4.33241 2.82547 0.0 0.0 0.0
C -0.46734 -3.44625 1.89949 0.1 0.0 -0.1
H -5.57560 -1.74262 -0.38262 0.0 0.0 0.0
H -3.87171 -1.73961 -2.18026 0.0 0.0 0.0
H -1.47647 -1.53653 -1.62306 0.0 0.0 0.0
H -2.46226 -1.39342 2.53657 0.0 0.0 0.0
H -4.85625 -1.57807 1.98394 0.0 0.0 0.0
H 1.56103 -0.79775 2.51172 0.0 0.0 0.0
H 2.48015 -2.38301 4.14498 0.0 0.0 0.0
H 1.51263 -4.65138 4.36663 0.0 0.0 0.0
H -0.36843 -5.32655 2.90340 0.0 0.0 0.0
H -1.27374 -3.75813 1.25000 0.0 0.0 0.0